{
  "formula": "C5H14NOS",
  "method": "ωB97M-V/def2-TZVPD",
  "lumo_energy_ev": 3.42,
  "energy_ev": -19785.247,
  "total_charge": -1,
  "max_force_ev_per_a": 2.95,
  "multiplicity": 1,
  "orbital_gap_ev": 6.040,
  "e_above_lowest_kcal_mol": 23.2,
  "homo_ev": -2.6212,
  "species": ["C", "N", "C", "C", "S", "C", "C", "H", "H", "H", "H", "H", "H", "H", "H", "H", "H", "H", "H", "H", "H", "O"],
  "xyz": [[-0.296878, 1.298508, -2.116042], [0.606478, 0.783988, -1.001752], [-0.106768, 0.602362, 0.290216], [0.926925, 0.657257, 1.458090], [0.166488, 0.352357, 3.092068], [-0.884777, -0.686364, 0.205066], [-0.386626, 0.339008, -3.344790], [-1.292582, 1.625112, -1.847238], [0.208712, 2.208634, -2.466410], [1.149394, -0.029258, -1.273715], [-0.806139, 1.463394, 0.439428], [1.685588, -0.087311, 1.333492], [1.340613, 1.674008, 1.453152], [-0.358473, -1.618401, 0.313367], [-1.615786, -0.834392, -0.590694], [-1.586359, -0.611805, 1.052569], [-1.093697, 0.915947, -3.938439], [0.603752, 0.157277, -3.762979], [-0.898350, -0.572429, -3.049326], [0.969047, -1.762196, 4.694612], [0.620317, -3.157626, 4.158960], [1.049121, -2.718066, 4.900366]],
  "atomic_forces_ev_per_a": [[2.755, -1.043, -0.176], [-1.355, 1.814, -0.550], [1.127, -0.241, -0.765], [-1.600, 0.459, 0.138], [-0.106, -0.025, 0.273], [-2.312, 0.165, 1.751], [-0.756, 1.222, 1.617], [-0.212, -0.393, 0.771], [-0.234, 0.032, -0.159], [-0.477, -0.009, 0.025], [0.534, -0.641, -0.233], [0.680, -0.346, -0.489], [0.200, -0.351, -0.189], [0.740, -0.179, 0.116], [0.416, 0.550, -0.808], [0.377, -0.552, 0.244], [0.341, -0.365, -1.074], [-0.303, 0.031, -0.286], [0.211, -0.296, -0.043], [-0.074, -0.371, -0.293], [0.002, 0.306, -0.007], [0.046, 0.232, 0.137]],
  "nbo_charge": [-0.204, -0.662, -0.056, -0.511, -0.749, -0.653, -0.628, 0.184, 0.169, 0.348, 0.186, 0.178, 0.189, 0.200, 0.181, 0.239, 0.199, 0.200, 0.203, 0.508, 0.463, -0.984]
}



{
  "formula": "C5H14NOS",
  "method": "ωB97M-V/def2-TZVPD",
  "lumo_energy_ev": [5.71, 5.69],
  "energy_ev": -19781.973,
  "total_charge": -2,
  "max_force_ev_per_a": 2.33,
  "s2": 0.75,
  "multiplicity": 2,
  "orbital_gap_ev": [2.075, 6.307],
  "e_above_lowest_kcal_mol": 7.9,
  "homo_ev": [3.6360, -0.6162],
  "species": ["C", "N", "C", "C", "S", "C", "C", "H", "H", "H", "H", "H", "H", "H", "H", "H", "H", "H", "H", "H", "H", "O"],
  "xyz": [[-1.488868, 2.516788, 0.877853], [-0.688445, 1.758024, -0.081238], [-0.090220, 0.478113, 0.346467], [0.805432, -0.049455, -0.757064], [2.207830, -1.102220, -0.036540], [-1.174131, -0.531474, 0.730085], [-2.898082, 2.842736, 0.373339], [-1.535488, 2.028108, 1.852681], [-1.017170, 3.498171, 1.022849], [-1.161982, 1.779672, -0.970847], [0.491289, 0.750823, 1.226614], [0.336301, -0.763868, -1.410148], [1.291592, 0.778784, -1.258819], [-1.812787, -0.648582, -0.131586], [-1.723579, -0.232624, 1.615995], [-0.733472, -1.492342, 1.007570], [-2.894076, 3.672826, -0.332937], [-3.422342, 1.998319, -0.088286], [-3.588604, 3.103421, 1.190534], [2.250500, -3.713190, -1.044160], [0.810232, -3.641789, -0.973306], [1.487704, -4.259061, -1.301965]],
  "atomic_forces_ev_per_a": [[-0.115, 0.435, -0.367], [0.166, 0.504, 0.113], [-1.122, 0.721, -0.343], [1.699, -0.800, 1.372], [-0.272, 0.117, -0.153], [0.833, -0.326, 0.360], [-0.456, -0.369, 0.491], [0.038, -0.171, -0.055], [0.118, -0.100, 0.346], [0.039, -0.597, -0.083], [0.315, -0.278, -0.020], [-0.666, 0.276, -0.565], [-0.234, 0.072, -0.343], [-0.526, -0.154, -0.129], [-0.401, 0.334, -0.065], [0.170, -0.091, -0.248], [0.004, 0.077, -0.194], [0.268, -0.138, -0.159], [0.147, 0.336, 0.016], [0.046, 0.061, -0.116], [0.089, -0.238, -0.136], [-0.141, 0.329, 0.279]],
  "mulliken_spin": [0.101, 0.032, -0.164, 0.066, 0.011, 0.245, 3.625, -0.076, -0.293, -0.166, 0.004, -0.019, -0.015, -0.069, -0.095, 0.029, -0.270, -0.439, -1.507, -0.001, -0.001, 0.002]
}



{
  "formula": "C5H14NP",
  "method": "ωB97M-V/def2-TZVPD",
  "lumo_energy_ev": 0.80,
  "energy_ev": -16188.599,
  "max_force_ev_per_a": 4.91,
  "multiplicity": 1,
  "orbital_gap_ev": 8.080,
  "e_above_lowest_kcal_mol": 42.1,
  "smiles": "C=[P@@](C)(N)CCC",
  "homo_ev": -7.2825,
  "species": ["C", "C", "C", "C", "C", "N", "P", "H", "H", "H", "H", "H", "H", "H", "H", "H", "H", "H", "H", "H", "H"],
  "xyz": [[-2.368909, -1.072036, -1.048579], [2.973248, -0.203961, -0.310369], [-1.519643, 1.713442, 0.514886], [1.539118, -0.390574, 0.192785], [0.575988, -0.135698, -0.934249], [-1.291758, -0.602875, 1.395868], [-1.270014, -0.035472, -0.151781], [-3.407307, -0.739892, -1.120991], [-1.972756, -1.253962, -2.019626], [3.221254, -1.061421, -0.845181], [3.127448, 0.677188, -0.894809], [3.653081, -0.208657, 0.623628], [-2.323124, 1.542562, 1.324893], [-0.724165, 1.982830, 1.084769], [-1.771741, 2.621980, -0.062253], [1.324319, 0.353905, 0.850450], [1.418060, -1.285362, 0.691681], [0.937020, 0.755709, -1.375704], [0.544034, -0.942363, -1.726962], [-0.942390, -0.145879, 2.161719], [-1.721770, -1.569461, 1.649820]],
  "atomic_forces_ev_per_a": [[0.841, 1.749, 1.034], [0.331, -0.142, 3.415], [-3.541, -0.544, -0.543], [1.160, 0.591, -2.867], [-2.533, -2.115, 0.417], [-1.697, -4.598, -0.272], [0.041, -0.305, -1.650], [0.122, -0.111, 0.394], [0.402, -0.156, -0.809], [0.715, -1.365, -1.269], [0.066, 0.601, -0.267], [-0.734, 0.252, -1.558], [0.824, 0.425, -1.573], [2.895, 0.617, 1.614], [0.002, -0.905, -0.309], [-0.381, 2.211, 2.407], [-0.291, -2.077, 0.851], [-0.444, 1.207, -0.710], [-0.024, 0.797, 0.917], [0.971, 1.411, 1.963], [1.273, 2.456, -1.184]],
  "nbo_charge": [-1.172, -0.592, -0.967, -0.401, -0.639, -1.218, 1.598, 0.222, 0.211, 0.204, 0.202, 0.203, 0.241, 0.215, 0.243, 0.181, 0.209, 0.217, 0.229, 0.383, 0.433]
}



{
  "formula": "C5H14NS",
  "method": "ωB97M-V/def2-TZVPD",
  "lumo_energy_ev": -2.74,
  "energy_ev": -17728.793,
  "total_charge": 1,
  "max_force_ev_per_a": 6.01,
  "multiplicity": 1,
  "orbital_gap_ev": 10.498,
  "e_above_lowest_kcal_mol": 57.4,
  "smiles": "CSC[N+](C)(C)C",
  "homo_ev": -13.2351,
  "species": ["C", "C", "C", "C", "C", "N", "S", "H", "H", "H", "H", "H", "H", "H", "H", "H", "H", "H", "H", "H", "H"],
  "xyz": [[0.822381, 1.408635, -0.808073], [0.070463, -0.853484, -1.253416], [-1.553574, 1.007384, -1.037908], [0.999157, -1.755314, 2.202158], [-0.311076, 0.192224, 0.886453], [-0.292421, 0.415966, -0.599387], [1.303233, -0.038432, 1.717226], [0.620237, 2.380920, -0.327377], [1.790188, 1.204725, -0.340114], [0.859195, 1.771085, -1.856117], [0.752281, -1.275282, -0.458292], [-0.642664, -1.501386, -1.472296], [0.560724, -0.627616, -2.324205], [-2.233928, 0.210268, -0.781629], [-2.018615, 2.006207, -0.653073], [-1.548374, 1.045426, -2.144552], [1.620692, -2.410636, 1.612305], [-0.070919, -1.831259, 1.956022], [1.016623, -1.810352, 3.319192], [-0.920149, -0.656262, 1.002168], [-0.823455, 1.117185, 1.360913]],
  "atomic_forces_ev_per_a": [[0.239, 2.538, -0.811], [5.394, 2.461, -0.991], [-2.296, 0.248, -1.215], [-1.208, 0.682, 0.994], [-0.318, 2.873, 1.398], [2.227, 2.513, 0.852], [-0.806, -0.006, -0.294], [-0.852, -0.541, 0.358], [-0.302, -1.012, -0.776], [0.245, -1.071, 0.335], [-0.126, -0.005, -1.714], [-3.955, -2.492, -0.345], [-0.637, -0.439, 2.719], [-0.886, 0.034, -0.029], [1.857, -1.748, -0.125], [0.128, 0.137, 0.562], [0.113, -0.461, 0.409], [0.667, -0.905, 0.193], [0.608, -0.373, -1.088], [-0.859, -0.914, 0.523], [0.768, -1.518, -0.955]],
  "nbo_charge": [-0.461, -0.411, -0.438, -0.729, -0.365, -0.241, 0.244, 0.241, 0.269, 0.245, 0.238, 0.227, 0.250, 0.222, 0.277, 0.242, 0.240, 0.213, 0.262, 0.217, 0.257]
}



{
  "formula": "C5H14NS",
  "method": "ωB97M-V/def2-TZVPD",
  "lumo_energy_ev": -3.42,
  "energy_ev": -17730.213,
  "total_charge": 1,
  "max_force_ev_per_a": 0.59,
  "multiplicity": 1,
  "orbital_gap_ev": 9.562,
  "e_above_lowest_kcal_mol": 24.6,
  "homo_ev": -12.9806,
  "species": ["C", "C", "C", "H", "H", "H", "H", "H", "H", "C", "C", "S", "N", "H", "H", "H", "H", "H", "H", "H", "H"],
  "xyz": [[-2.068414, -1.636515, 0.984619], [-1.343769, -0.692183, 1.905613], [-1.194668, 0.611754, 1.680399], [-3.004466, -1.966629, 1.435727], [-2.324034, -1.136041, 0.047616], [-1.472910, -2.530065, 0.782680], [-0.952718, -1.137003, 2.815764], [-0.656435, 1.246668, 2.372304], [-1.666912, 1.113797, 0.840562], [1.743758, 0.335174, -0.846389], [0.951539, 1.132647, -1.865399], [1.875655, 2.608989, -2.402903], [0.913851, -0.826806, -0.357315], [1.997815, 0.935854, 0.023581], [2.649978, -0.070786, -1.291232], [0.007031, 1.464051, -1.427555], [0.730221, 0.550845, -2.758512], [1.723543, 3.277817, -1.241820], [1.417214, -1.418140, 0.305149], [0.604444, -1.404778, -1.137367], [0.069279, -0.458651, 0.134479]],
  "atomic_forces_ev_per_a": [[-0.033, 0.375, 0.066], [-0.197, -0.162, -0.206], [0.103, 0.031, 0.119], [0.034, -0.101, 0.038], [-0.023, -0.094, -0.040], [-0.060, -0.036, -0.007], [0.136, 0.109, 0.008], [-0.067, -0.006, 0.080], [0.025, -0.118, -0.104], [0.113, -0.104, -0.321], [-0.050, 0.497, 0.309], [-0.074, -0.173, 0.187], [-0.324, 0.277, 0.060], [0.009, -0.033, 0.025], [0.048, 0.031, 0.100], [-0.040, -0.089, -0.099], [0.054, -0.038, -0.053], [0.032, -0.075, -0.199], [0.014, 0.025, -0.009], [0.011, -0.091, -0.038], [0.289, -0.227, 0.085]],
  "nbo_charge": [-0.674, -0.171, -0.448, 0.262, 0.209, 0.215, 0.219, 0.224, 0.203, -0.233, -0.559, 0.043, -0.703, 0.233, 0.238, 0.227, 0.239, 0.129, 0.444, 0.435, 0.468]
}